[1]
Here is a 8-piece molecular cluster, C47H105N5O8 overall at a distorted geometry from OMol25. Energies are from ωB97M-V/def2-TZVPD.

Cartesian coordinates (Å):
C 1.1695 0.7668 3.1974
C 1.2750 -0.3915 4.2589
C 2.7312 -0.6706 4.5214
C 0.6735 0.2757 5.5468
C 0.4256 -0.7497 6.6787
C -0.5375 -1.8437 6.2242
C 0.0878 -2.6415 4.9808
C 1.1760 -3.6614 5.3358
C -1.1565 -3.3683 4.3369
N 0.5016 -1.5801 3.8921
O 0.8918 -2.1351 2.7003
H 1.6211 1.6907 3.5587
H 1.6995 0.5323 2.2743
H 0.1714 1.0478 2.8614
H 3.2362 0.2528 4.8048
H 2.8832 -1.3808 5.3342
H 3.2111 -1.0424 3.6162
H 1.4460 0.9555 5.9063
H -0.2534 0.7757 5.2662
H 1.2916 -1.2352 7.1285
H 0.1406 -0.1855 7.5667
H -1.4913 -1.3718 5.9881
H -0.7900 -2.5675 6.9992
H 0.9157 -4.5067 5.9729
H 2.1370 -3.3056 5.7074
H 1.3620 -4.2442 4.4337
H -0.9491 -3.8696 3.3915
H -1.9930 -2.6858 4.1869
H -1.5492 -4.0801 5.0630
H 1.7867 -2.3715 2.9549
C -4.2848 -0.5144 -3.1126
C -4.4922 -0.5901 -1.5894
C -4.2510 0.8092 -0.9070
C -5.9976 -1.0491 -1.2778
C -6.3557 -2.5147 -1.4547
C -5.4467 -3.3483 -0.5511
C -3.9035 -3.0935 -0.9144
C -3.1231 -3.6361 0.2895
C -3.6583 -3.8800 -2.1968
N -3.5797 -1.6274 -1.0540
O -2.3003 -1.3714 -1.1391
H -3.2406 -0.5392 -3.4242
H -4.6547 -1.3623 -3.6890
H -4.6754 0.4621 -3.3989
H -3.4666 1.3454 -1.4411
H -5.1089 1.4817 -0.9067
H -3.9746 0.6397 0.1336
H -6.2377 -0.7911 -0.2463
H -6.7443 -0.4658 -1.8166
H -7.4166 -2.5121 -1.2046
H -6.2683 -2.9258 -2.4604
H -5.7731 -4.3858 -0.4796
H -5.6814 -3.0190 0.4612
H -3.2768 -2.9031 1.0815
H -2.0465 -3.7243 0.1443
H -3.4649 -4.6491 0.5017
H -2.6207 -3.9743 -2.5171
H -3.9913 -3.4002 -3.1171
H -4.1289 -4.8508 -2.0411
H -2.0652 -1.2726 -0.2135
C 5.1175 1.9409 1.0766
C 4.3096 1.5105 -0.1403
C 2.9206 2.1804 -0.0996
C 4.9487 2.0980 -1.3744
C 6.2730 1.3912 -1.8571
C 5.9775 -0.0555 -2.0922
C 5.3755 -0.8393 -0.8521
C 4.7256 -2.1444 -1.3760
C 6.5020 -1.0801 0.0914
N 4.2275 0.0261 -0.3037
O 3.5454 -0.6316 0.7306
H 5.0781 3.0291 1.1243
H 4.7652 1.5610 2.0355
H 6.1424 1.5737 1.0226
H 2.3105 1.5897 0.5836
H 3.0188 3.2162 0.2255
H 2.3704 2.1963 -1.0404
H 4.2744 2.0350 -2.2285
H 5.2534 3.1207 -1.1524
H 6.7229 1.8779 -2.7224
H 7.0456 1.5004 -1.0961
H 6.8005 -0.6072 -2.5465
H 5.1961 -0.1412 -2.8473
H 4.0934 -2.6043 -0.6164
H 5.4761 -2.8469 -1.7385
H 4.2936 -2.1326 -2.3766
H 6.0357 -1.4967 0.9842
H 7.1766 -0.2546 0.3184
H 7.1264 -1.8924 -0.2805
H 2.9050 -1.0736 0.1682
C 2.3521 -0.6015 -4.2085
C 0.8556 -0.0902 -4.3109
C 0.5107 0.9183 -3.1625
C 0.7271 0.7104 -5.6102
C 0.7564 -0.0888 -6.8784
C -0.3231 -1.2329 -6.8594
C -0.2995 -2.0884 -5.5354
C -1.6928 -2.7625 -5.4646
C 0.7921 -3.1523 -5.5611
N -0.1703 -1.1493 -4.3381
O -0.3158 -1.8901 -3.1136
H 2.7942 -0.6081 -5.2048
H 2.9746 0.0292 -3.5738
H 2.4498 -1.5868 -3.7527
H -0.5286 1.2449 -3.1973
H 0.7504 0.4614 -2.2023
H 1.2690 1.7010 -3.1833
H -0.1932 1.2895 -5.5333
H 1.5545 1.4178 -5.5542
H 0.5831 0.5546 -7.7410
H 1.7090 -0.5920 -7.0437
H -0.1324 -1.9506 -7.6573
H -1.3087 -0.7989 -7.0279
H -2.5015 -2.1010 -5.1541
H -1.6289 -3.5433 -4.7066
H -1.8928 -3.2075 -6.4394
H 0.9994 -3.5052 -4.5509
H 1.7409 -2.7433 -5.9084
H 0.5061 -4.0193 -6.1566
H -1.2297 -1.7019 -2.8880
C -2.2497 4.8762 -0.9083
C -1.5450 4.3217 0.3044
C -1.6519 2.7765 0.2520
C -0.0184 4.7316 -0.0385
C 0.7652 4.6673 1.2390
C 0.0828 5.4205 2.4506
C -1.3629 4.9770 2.7637
C -1.3532 3.5737 3.4863
C -1.9775 6.0185 3.6762
N -2.1102 4.9752 1.5315
O -3.4310 4.7727 1.6144
H -3.2164 4.3845 -1.0165
H -2.4639 5.9432 -0.9700
H -1.8305 4.6259 -1.8829
H -1.8050 2.4039 -0.7608
H -0.8488 2.2821 0.7986
H -2.5210 2.3888 0.7834
H 0.3844 3.9882 -0.7264
H 0.0261 5.7559 -0.4084
H 0.9146 3.6176 1.4920
H 1.7900 4.9922 1.0595
H 0.1619 6.5016 2.3365
H 0.7299 5.1664 3.2901
H -1.4052 2.7081 2.8259
H -2.1704 3.4517 4.1972
H -0.4000 3.4439 3.9987
H -1.4534 5.9645 4.6304
H -3.0096 5.8398 3.9780
H -1.9084 7.0423 3.3084
H -3.3408 3.8439 1.8397
C -3.2173 -0.0776 3.1967
O -3.5452 1.2479 3.5511
H -3.3383 -0.7977 4.0059
H -3.7355 -0.3921 2.2908
H -2.1522 -0.2004 3.0006
H -3.6405 1.3417 4.5017
C 1.1412 -2.8388 -0.4215
O 1.5058 -1.6030 -0.8900
H 1.7991 -3.0395 0.4240
H 0.0800 -2.8269 -0.1728
H 1.2928 -3.5649 -1.2202
H 1.1606 -1.4872 -1.7783
O -0.7610 -0.6337 0.9658
H -0.0436 -0.6747 0.3335
H -0.3279 -0.6148 1.8192

Its SMILES is CC1(C)CCCC(C)(C)N1O.CC1(C)CCCC(C)(C)N1O.CC1(C)CCCC(C)(C)N1O.CC1(C)CCCC(C)(C)N1O.CC1(C)CCCC(C)(C)N1O.CO.CO.O. Its charge is 0. As for the largest force on an atom: 6.4 eV/A. The energy relative to the best compared isomer or geometry (same formula, charge and spin) comes out at 274.3 kJ/mol. For the LUMO energy, the calculation gives 0.01967 Ha.

[2]
Here is C5H14CsO2 as an isolated structure at a distorted geometry from OMol25. Energies are from ωB97M-V/def2-TZVPD.

Cartesian coordinates (Å):
Cs 0.7139 1.5266 -0.6543
C 0.4679 -0.5626 0.9119
C 0.6720 -0.6542 2.3656
C 0.2975 -1.9655 3.1313
O 2.0534 -0.3943 2.7198
H 1.2036 -1.2311 0.4647
H 0.6672 0.4375 0.5269
H -0.5597 -0.8265 0.6620
H 0.2289 0.2119 2.8571
H -0.6698 -2.2455 2.7142
H 0.3955 -1.9837 4.2168
H 0.8908 -2.8163 2.7964
H 2.2512 0.5451 2.7179
C -0.7514 0.3723 -3.3851
C -0.9101 1.7903 -2.6737
O -1.3697 1.4972 -1.3970
H 0.3115 0.3491 -3.6252
H -1.1067 0.3441 -4.4151
H -1.0371 -0.5154 -2.8208
H -1.4959 2.5551 -3.1836
H 0.0513 2.2870 -2.5422
H -2.3045 1.2787 -1.3875

Its charge is +1. As for the largest force on an atom: 10.5 eV/A. The energy relative to the best compared isomer or geometry (same formula, charge and spin) comes out at 676.6 kJ/mol. For the LUMO energy, the calculation gives -0.11989 Ha.

[3]
Here is C46H57N6NiO3S as an isolated structure at a distorted geometry from OMol25. Energies are from ωB97M-V/def2-TZVPD.

Cartesian coordinates (Å):
Ni -0.2133 0.6574 -0.7472
C -3.2549 1.5271 -2.6951
C -4.1388 2.5447 -1.9794
C -3.9353 3.9588 -2.5367
C -4.0381 2.5784 -0.4633
C -5.2572 2.6485 0.1974
C -5.3457 2.7720 1.5695
C -4.1766 2.8323 2.2993
C -2.9315 2.7628 1.6912
C -1.7374 2.8253 2.6220
C -0.6079 3.7374 2.1445
C -1.2213 1.4085 2.8802
C -2.8399 2.6198 0.2913
N -1.6030 2.5196 -0.3518
C -1.1090 3.6336 -0.8680
O -1.5397 4.7838 -0.6933
C 0.0526 3.4176 -1.7898
C 0.5960 4.4990 -2.4763
C 1.6347 4.2792 -3.3622
C 2.1079 2.9883 -3.5106
C 1.4956 1.9607 -2.8028
N 0.4751 2.1750 -1.9777
C 1.9853 0.5509 -2.9354
O 2.8560 0.2696 -3.7698
N 1.3583 -0.2876 -2.1256
C 1.7512 -1.6126 -2.0203
C 0.9554 -2.6346 -2.5811
C 1.2707 -3.9570 -2.3235
C 2.3486 -4.2985 -1.5294
C 3.1842 -3.3027 -1.0614
C 2.9267 -1.9647 -1.3149
C 3.9555 -0.9246 -0.9266
C 4.5986 -1.1656 0.4406
C 5.0484 -0.9063 -2.0042
C -0.1936 -2.3622 -3.5271
C -1.3537 -1.6643 -2.8290
C 0.2624 -1.5582 -4.7473
H -3.3647 1.6430 -3.7729
H -3.5497 0.5146 -2.4272
H -2.2073 1.6535 -2.4393
H -5.1774 2.2628 -2.2097
H -2.9356 4.3194 -2.3223
H -4.6486 4.6405 -2.0747
H -4.0897 3.9676 -3.6154
H -6.1700 2.6261 -0.3857
H -6.3085 2.8270 2.0602
H -4.2278 2.9468 3.3748
H -2.1067 3.2315 3.5768
H 0.0369 3.2217 1.4382
H -0.0027 4.0547 2.9933
H -1.0144 4.6192 1.6545
H -0.9273 0.9543 1.9346
H -1.9989 0.7913 3.3317
H -0.3648 1.4235 3.5539
H 0.1782 5.4770 -2.2911
H 2.0715 5.0989 -3.9178
H 2.9333 2.7370 -4.1605
H 0.6644 -4.7378 -2.7673
H 2.5505 -5.3377 -1.3071
H 4.0633 -3.5788 -0.4961
H 3.4717 0.0568 -0.9000
H 5.2821 -2.0127 0.4091
H 3.8402 -1.3523 1.1952
H 5.1690 -0.2851 0.7355
H 5.4917 -1.8971 -2.1060
H 5.8357 -0.1999 -1.7415
H 4.6240 -0.6145 -2.9617
H -0.5517 -3.3374 -3.8883
H -1.0006 -0.7296 -2.3846
H -1.7581 -2.2916 -2.0372
H -2.1485 -1.4357 -3.5354
H 0.3958 -0.5131 -4.4896
H -0.4813 -1.6247 -5.5419
H 1.2149 -1.9314 -5.1193
C 1.4057 -1.1244 5.0519
C 2.6156 -0.8024 4.1769
N 2.3305 0.2439 3.2181
C 2.7392 1.5940 3.5228
C 4.1405 1.8997 3.0003
C 1.7255 -0.0819 2.0504
S 1.5848 1.1427 0.8715
N 1.3845 -1.3567 1.9539
C 0.5834 -1.8574 1.0179
O -0.1031 -1.2318 0.2004
C 0.4349 -3.3423 1.0981
C 1.2985 -4.1211 1.8582
C 1.1112 -5.4868 1.9431
C 0.0562 -6.0880 1.2770
C -0.8005 -5.3200 0.5051
C -0.6098 -3.9550 0.4160
H 1.6644 -1.8775 5.7924
H 0.6070 -1.5066 4.4225
H 1.0588 -0.2317 5.5677
H 2.8981 -1.7015 3.6230
H 3.4606 -0.4840 4.7931
H 2.6950 1.7307 4.6078
H 2.0325 2.2806 3.0496
H 4.8681 1.2050 3.4143
H 4.4271 2.9144 3.2626
H 4.1362 1.8030 1.9192
H 2.1083 -3.6441 2.3865
H 1.7883 -6.0868 2.5375
H -0.0970 -7.1553 1.3582
H -1.6182 -5.7917 -0.0206
H -1.2671 -3.3350 -0.1719
C -4.1766 -2.3583 1.2841
C -4.0281 -0.8345 1.3107
C -3.0330 -0.4048 0.3623
N -2.2466 -0.0990 -0.4107
H -4.9206 -2.6761 2.0126
H -3.2267 -2.8311 1.5277
H -4.4902 -2.6903 0.2954
H -3.7204 -0.4947 2.3034
H -4.9724 -0.3422 1.0598

Its charge is -1. As for the largest force on an atom: 1.5 eV/A. Its spin multiplicity is 3. For the LUMO energy (alpha / beta), the calculation gives 0.08981 / 0.08982 Ha.

[4]
Here is a 18-piece molecular cluster, C9H52NO18 overall at a distorted geometry from OMol25. Energies are from ωB97M-V/def2-TZVPD.

Cartesian coordinates (Å):
C 2.0216 2.1062 0.2382
C 1.1010 1.0309 -0.3571
C 2.0298 -0.0865 -0.8060
C 1.3704 -1.3523 -1.2900
C 0.4246 -1.8526 -0.1355
C -0.5305 -0.7972 0.4207
N 0.2073 0.4881 0.6943
O -0.6665 1.4547 1.2132
C -1.1389 -1.2769 1.7458
C -1.6806 -0.5990 -0.5522
C 0.4316 1.5870 -1.5888
H 2.9609 2.3452 -0.2642
H 2.3566 1.8294 1.2465
H 1.5073 3.0386 0.4800
H 2.5879 -0.4015 0.0864
H 2.7544 0.2498 -1.5528
H 2.1007 -2.1125 -1.5799
H 0.9397 -1.0878 -2.2639
H 1.0569 -2.2730 0.6475
H -0.1140 -2.6288 -0.6891
H -0.3386 -1.2631 2.4904
H -1.4365 -2.3258 1.6832
H -1.9471 -0.6296 2.0764
H -2.4394 0.0971 -0.1979
H -2.1854 -1.5699 -0.6521
H -1.3855 -0.4076 -1.5837
H -0.3238 2.3488 -1.4184
H -0.1024 0.7812 -2.1007
H 1.1665 1.8473 -2.3568
O -0.3959 3.4485 -3.9387
H -0.8893 3.5249 -4.7621
H -0.1397 2.5202 -3.8929
O -1.8218 -5.0270 -2.7068
H -1.2828 -4.4887 -3.3097
H -1.5005 -4.8007 -1.8201
O -1.4108 0.6899 4.6302
H -1.7734 -0.2006 4.6094
H -0.9892 0.8023 3.7645
O -0.5140 -5.1724 4.0118
H -0.4951 -4.5090 4.7095
H -0.1656 -4.7091 3.2451
O -4.2775 1.8777 -3.0350
H -3.5808 2.0115 -2.3778
H -4.8438 2.6479 -2.9370
O -4.4337 -2.0814 3.7729
H -4.3388 -1.1240 3.7203
H -4.8328 -2.3303 2.9339
O 1.9364 -0.2573 3.0390
H 1.5149 0.2871 2.3435
H 2.8746 -0.2862 2.8012
O 4.6191 -0.7427 2.0045
H 5.2341 -0.0019 1.9913
H 4.7453 -1.1849 1.1585
O -0.1953 -3.3252 -4.1896
H 0.1528 -2.6763 -4.8084
H 0.3846 -3.2661 -3.4205
O -3.1547 3.0240 0.9193
H -3.0231 3.2278 -0.0126
H -2.4109 2.4457 1.1693
O 1.1359 -2.2859 4.5560
H 1.4552 -2.0846 5.4389
H 1.4518 -1.5347 3.9939
O 0.0581 3.9827 2.5065
H 0.9900 4.0600 2.7257
H -0.0215 3.1052 2.0795
O 5.1967 0.0054 -2.3176
H 5.1059 0.2638 -1.3946
H 6.0433 0.3705 -2.5929
O -0.6395 -5.5649 -0.1749
H -0.3103 -4.8819 0.4209
H -1.0469 -6.2172 0.4039
O 3.3518 5.6589 -0.1835
H 3.1036 5.5237 0.7362
H 2.9539 6.5016 -0.4209
O -2.5647 0.4143 -4.6735
H -3.0615 1.0542 -4.1297
H -2.1331 -0.1683 -4.0402
O -2.5056 4.1626 -1.7871
H -1.6538 3.8154 -2.0781
H -2.6295 4.9551 -2.3150

Its charge is -1. As for the largest force on an atom: 2.2 eV/A. The energy relative to the best compared isomer or geometry (same formula, charge and spin) comes out at 161.3 kJ/mol. For the LUMO energy, the calculation gives 0.05978 Ha.